Here is C17H24InN7O6Te4 as an isolated structure in a non-equilibrium geometry from OMol25. Energies are from the ωB97M-V functional and the def2-TZVPD basis.

Properties
Relative energy (zero: lowest compared OMol25 entry of this formula, charge and spin)   2.063 eV
Gap between HOMO and LUMO   5.4 eV
E   -75080.522 eV

CARTESIAN COORDINATES (ANGSTROEM)
1 In -0.47479 0.29483 -2.34050
2 Te -2.70718 -1.35808 -2.93780
3 Te -3.31343 -0.74887 -5.40398
4 Te -1.31870 0.65492 -6.31209
5 Te 0.53490 1.17083 -4.57688
6 O 4.88525 0.93998 1.20439
7 C 3.92105 1.26402 2.03821
8 O 4.12650 1.55739 3.19295
9 C 2.52475 1.23917 1.51645
10 C 1.43040 1.54229 2.29293
11 N 0.34378 1.38146 1.51811
12 N 0.65609 1.00709 0.27691
13 C 1.96888 0.91502 0.24915
14 C 2.60530 0.55285 -1.05273
15 O 3.82335 0.33654 -1.08677
16 O 1.81900 0.46400 -2.05466
17 H 4.53746 0.69752 0.29429
18 H 1.38537 1.86074 3.32168
19 H -0.62903 1.54630 1.73123
20 O -1.99514 0.52976 -0.35540
21 N -2.16866 1.72253 0.04731
22 N -1.81365 2.62763 -0.76981
23 O -1.31227 2.39035 -1.94518
24 C -1.86285 3.99251 -0.32914
25 C -2.48681 4.34063 0.86665
26 C -2.46762 5.66199 1.27609
27 C -1.83557 6.63186 0.50888
28 C -1.22866 6.27469 -0.68518
29 C -1.24194 4.95432 -1.10857
30 H -2.98909 3.58520 1.45220
31 H -2.94952 5.94098 2.20441
32 H -1.82056 7.66192 0.83978
33 H -0.73778 7.02526 -1.29000
34 H -0.76977 4.66279 -2.03527
35 N 0.69185 -1.97713 1.75086
36 C 0.81200 -3.44509 1.71040
37 C 1.56476 -3.90042 0.46004
38 C 0.84015 -3.75164 -0.89305
39 N 0.80837 -2.34822 -1.40486
40 C -0.56900 -4.36754 -0.78717
41 C -1.36177 -3.87774 0.43673
42 N -1.62809 -2.42462 0.32481
43 C -0.57080 -4.12570 1.73001
44 H 1.59714 -1.53045 1.64603
45 H 0.31039 -1.67678 2.64168
46 H -0.76638 -1.89454 0.63016
47 H 1.37588 -3.79668 2.58055
48 H 1.77611 -4.96322 0.59589
49 H 2.53154 -3.38912 0.40990
50 H 1.41884 -4.35497 -1.59841
51 H 0.88352 -2.37704 -2.41803
52 H 1.64691 -1.87185 -1.08750
53 H -0.46447 -5.45111 -0.70693
54 H -1.14535 -4.14768 -1.69007
55 H -2.32558 -4.38635 0.45747
56 H -2.43004 -2.10192 0.86575
57 H -1.86887 -2.17728 -0.64282
58 H -0.41474 -5.19881 1.84695
59 H -1.15144 -3.78453 2.59394

natural (NBO) population analysis, charges in e, atoms 1 to 4: atom 1 (In): 1.181, atom 2 (Te): -0.431, atom 3 (Te): 0.009, atom 4 (Te): -0.088